Entry 1:
A cluster of 2 separate species, C12H21NO4 in total at a distorted geometry, computed with the ωB97M-V functional and the def2-TZVPD basis.

```
38
Properties=species:S:1:pos:R:3
N -2.09125 2.48878 -0.94462
C -3.19708 1.87032 -0.20281
C -2.64273 0.78441 0.72214
C -2.63615 -0.59092 0.04613
C -1.50523 -1.51323 0.57544
C -0.53115 -1.85145 -0.51351
C 0.88155 -2.39380 -0.14675
C 1.02399 -3.63476 -1.03994
C -0.00888 -3.31834 -2.09935
O 0.05926 -3.36894 -3.31180
O -1.09827 -2.83797 -1.40446
H -1.39765 2.81538 -0.28653
H -2.42039 3.30685 -1.43903
H -3.76486 2.60237 0.37188
H -3.86247 1.41340 -0.92800
H -3.27619 0.72994 1.60199
H -1.63075 1.04833 1.00636
H -3.59569 -1.08000 0.16901
H -2.48458 -0.45117 -1.02025
H -1.95982 -2.44658 0.89872
H -0.99658 -1.03784 1.40259
H -0.34659 -0.97027 -1.12718
H 1.57637 -1.64492 -0.51922
H 1.13387 -2.52519 0.89677
H 2.00279 -3.79345 -1.46448
H 0.65634 -4.48598 -0.48005
O 0.70404 0.72554 2.16229
C 1.57531 1.12707 1.45025
O 1.57990 0.91128 0.11452
C 2.79526 1.41945 -0.46708
C 3.30220 2.46685 0.51576
C 2.81460 1.90407 1.84974
H 3.49223 0.58667 -0.58490
H 2.56339 1.82759 -1.44715
H 4.37767 2.61886 0.45912
H 2.81548 3.42281 0.31895
H 3.52791 1.20476 2.28826
H 2.56414 2.67007 2.57721
```

Values from the calculation:
HOMO-LUMO gap = 9.707 eV
2S+1 = 1
maximum force = 2.060 eV Å⁻¹
E_HOMO = -9.17 eV
structure (SMILES) = NCCCC[C@H]1CCC(=O)O1.O=C1CCCO1
LUMO = 0.5 eV

natural (NBO) atomic charge list, values in e, 8 entries: N -0.833; C -0.210; C -0.409; C -0.389; C -0.433; C 0.104; C -0.424; C -0.520

Entry 2:
A structure of composition C12H22BrN4Pt at a distorted geometry, computed with the ωB97M-V functional and the def2-TZVPD basis.

```
40
Properties=species:S:1:pos:R:3
Pt 0.13255 0.48515 0.36738
C -0.89069 -0.50542 6.14288
C 0.02419 -0.27117 4.97743
C 1.41114 -0.25906 5.11148
C 2.24283 -0.05414 4.00893
C 1.59701 0.11596 2.82087
Br 2.49038 0.36797 1.11972
N 0.28217 0.12504 2.62813
C -0.49828 -0.06547 3.70196
H -0.34880 -0.46330 7.08421
H -1.35952 -1.48776 6.06548
H -1.68682 0.23830 6.17228
H 1.85988 -0.41588 6.08479
H 3.32047 -0.03358 4.09541
H -1.56901 -0.04167 3.54333
N 0.11659 -0.15378 -3.03665
C -1.02729 0.82717 -3.29362
C -2.30527 0.40967 -2.56890
C -2.54720 0.94944 -1.15456
N -1.84121 0.17984 -0.07048
C -2.22922 2.43119 -1.02794
C -0.84674 2.77710 -1.57735
N 0.18896 2.34005 -0.58997
C -0.61550 2.26735 -2.99820
H 0.36386 -0.21209 -2.03948
H 0.95490 0.12407 -3.55702
H -0.13071 -1.09335 -3.36462
H -1.18943 0.72397 -4.36612
H -2.44233 -0.67546 -2.61070
H -3.12778 0.81444 -3.16402
H -3.61375 0.80715 -0.96803
H -1.98371 -0.82079 -0.23036
H -2.32210 0.37294 0.81047
H -2.30785 2.74481 0.01723
H -2.98250 3.00751 -1.56675
H -0.78196 3.86705 -1.62841
H 0.09904 2.93890 0.23296
H 1.12846 2.50549 -0.95159
H 0.40666 2.46392 -3.33569
H -1.24311 2.89755 -3.63340
```

Values from the calculation:
net charge = +3
HOMO-LUMO gap = 7.177 eV
2S+1 = 1
maximum force = 1.427 eV Å⁻¹
E_HOMO = -18.73 eV
LUMO = -11.5 eV

natural (NBO) atomic charge list, values in e, 8 entries: Pt 0.781; C -0.650; C 0.006; C -0.078; C -0.230; C 0.154; Br 0.279; N -0.566

How do the records compare in relative energy (zero: lowest compared OMol25 entry of this formula, charge and spin)? In the order shown, they have 0.634 0.243 eV.